(1)
An isolated molecule of C4H6N2, computed with wB97M-V/def2-TZVPD.

SMILES string: Cn1ccnc1
Frontier orbital gap in eV: 9.671

Each line ends with the Mulliken charge.
Cartesian coordinates (Å):
C1 -1.65079 -0.24446 -0.07795  -0.824
N1 -0.24592 0.00217 0.18839  0.141
C2 0.76806 -0.83795 -0.21207  -0.161
C3 1.91407 -0.09947 -0.14452  -0.474
N2 1.64215 1.16984 0.30928  -0.598
C4 0.34574 1.19189 0.49389  -0.086
H1 -1.70901 -1.07425 -0.78640  0.308
H2 -2.21848 -0.50843 0.81872  0.255
H3 -2.10001 0.63381 -0.55146  0.336
H4 0.56766 -1.86895 -0.46710  0.362
H5 2.91249 -0.40351 -0.42687  0.372
H6 -0.22595 2.03932 0.85609  0.370

(2)
A cluster of 7 separate species, C4H23N3O7 in total at a distorted geometry, computed with wB97M-V/def2-TZVPD.

SMILES string: CNC(=O)CNCN.O.O.O.O.O.O
Frontier orbital gap in eV: 9.056

Each line ends with the Mulliken charge.
Cartesian coordinates (Å):
C1 -2.95181 -1.14168 0.45106  -1.101
N1 -1.66984 -1.01201 -0.31754  -0.027
C2 -0.76319 -0.02151 -0.19033  0.609
O1 0.22215 0.03037 -0.93149  -0.325
C3 -0.77338 1.06364 0.90985  -1.182
N2 0.47233 1.63426 1.34870  -0.070
C4 0.98038 2.85435 0.67810  -0.629
N3 1.15492 2.75283 -0.75404  -0.596
H1 -3.35536 -0.16198 0.70088  0.356
H2 -2.66890 -1.88830 1.17170  0.311
H3 -3.69915 -1.52182 -0.25191  0.363
H4 -1.74151 -1.50599 -1.18656  0.341
H5 -1.42503 0.67223 1.71823  0.347
H6 -1.36550 1.83668 0.35875  0.326
H7 1.11374 0.82651 1.10952  0.144
H8 0.42831 3.72216 1.00407  0.403
H9 1.95870 3.04826 1.14259  0.310
H10 1.52830 1.85808 -1.03491  0.276
H11 0.33021 2.69655 -1.34781  0.342
O2 -1.96347 0.91384 -2.46086  -0.598
H12 -1.09044 0.55773 -2.65227  0.236
H13 -2.53958 1.17510 -3.17606  0.278
O3 1.46723 -2.67016 -1.07877  -0.586
H14 1.24696 -1.99189 -1.72607  0.373
H15 0.92128 -3.45045 -1.03205  0.257
O4 1.34966 -0.19600 -3.28353  -0.713
H16 0.99501 0.22126 -2.48063  0.408
H17 2.30003 -0.11108 -3.40753  0.292
O5 0.64425 -2.88517 1.80145  -0.626
H18 0.37999 -1.97089 1.99552  0.263
H19 -0.16462 -3.25408 1.41511  0.314
O6 2.74537 -0.19277 0.83415  -0.701
H20 2.34031 -0.94592 0.35375  0.328
H21 3.39310 0.12541 0.18948  0.302
O7 -0.17119 -0.73885 3.40383  -0.698
H22 -0.39929 0.18825 3.19310  0.328
H23 0.77004 -0.51695 3.53255  0.344

(3)
The ion C5H11N2 with charge +1 at a distorted geometry, computed with wB97M-V/def2-TZVPD.

Charge: +1
SMILES string: C=N[C@@H]1C[N@H+]1CC
Frontier orbital gap in eV: 11.772

Each line ends with the Mulliken charge.
Cartesian coordinates (Å):
C1 -2.89592 0.78307 0.85050  -0.210
N1 -2.21596 0.17804 -0.00073  -0.427
C2 -0.64051 0.71847 -0.21531  0.139
C3 -0.22513 0.66312 -1.62159  -0.548
N2 0.23172 -0.34413 -0.66756  0.001
C4 1.64197 -0.41222 -0.25403  -0.420
C5 1.78865 -1.16159 1.06009  -1.165
H1 -3.91243 0.43514 0.97745  0.278
H2 -2.57476 1.61785 1.47037  0.225
H3 -0.29544 1.43798 0.51177  0.441
H4 -0.94352 0.33259 -2.36206  0.294
H5 0.52785 1.34581 -1.99212  0.262
H6 -0.21279 -1.26228 -0.72790  0.365
H7 2.20336 -0.90741 -1.05076  0.351
H8 2.01481 0.60858 -0.14894  0.323
H9 2.82136 -1.10910 1.38900  0.367
H10 1.16480 -0.71440 1.82836  0.356
H11 1.52193 -2.20951 0.95346  0.366

| no. | HOMO energy (eV) |
| --- | --- |
| 1 | -8.79 |
| 2 | -8.77 |
| 3 | -14.49 |